{"formula": "H2IO2PS", "method": "the ωB97M-V functional and the def2-TZVPD basis", "smiles": "O=P(=S)I.O", "energy_ha": -1188.95588, "orbital_gap_ev": 8.71, "lumo_ev": -1.15, "charge": 0, "de_lowest_ev": 1.237, "elements": ["O", "P", "S", "I", "O", "H", "H"], "coordinates": [[1.991051, -0.432722, 0.649901], [1.364370, 0.197709, -0.493139], [0.974894, -0.533820, -2.237333], [0.818968, 2.544604, -0.055919], [-1.661612, -0.320449, 0.445017], [-1.874415, -1.245996, 0.290678], [-1.613256, -0.209326, 1.400793]], "forces_ev_per_a": [[0.279, -0.114, 0.717], [-0.913, 0.133, -1.755], [0.264, 0.786, 1.252], [0.191, -0.845, -0.214], [0.204, 0.170, -0.032], [0.022, -0.010, 0.077], [-0.047, -0.120, -0.046]], "nbo_charge": [-0.991, 1.415, -0.395, -0.037, -0.947, 0.479, 0.477]}



{"formula": "H2InO", "method": "the ωB97M-V functional and the def2-TZVPD basis", "energy_ha": -264.83965, "orbital_gap_ev": 8.25, "lumo_ev": -24.80, "charge": 3, "de_lowest_ev": 0.000, "elements": ["In", "O", "H", "H"], "coordinates": [[28.866710, -22.604570, -12.190760], [28.143380, -22.870580, -14.064080], [27.254670, -22.692710, -14.371970], [28.670040, -22.912270, -14.862280]], "forces_ev_per_a": [[-0.159, -0.007, -0.329], [0.801, -0.350, 2.140], [-2.457, 0.521, -0.143], [1.815, -0.164, -1.667]], "lowdin_charge": [2.451, 0.174, 0.188, 0.186]}



{"formula": "H2LiO", "method": "the ωB97M-V functional and the def2-TZVPD basis", "energy_ha": -83.74939, "orbital_gap_ev": 12.02, "lumo_ev": -5.21, "charge": 1, "de_lowest_ev": 0.397, "elements": ["O", "H", "H", "Li"], "coordinates": [[-1.907912, -0.271427, 0.556711], [-2.234513, -1.123112, 0.925805], [-2.482703, 0.413553, 0.967414], [0.379962, 0.054357, -0.112600]], "forces_ev_per_a": [[-0.015, -0.068, 0.600], [0.282, 0.777, -0.385], [0.534, -0.608, -0.428], [-0.801, -0.101, 0.213]], "nbo_charge": [-1.021, 0.512, 0.514, 0.995]}



{"formula": "H2N2O2", "method": "the ωB97M-V functional and the def2-TZVPD basis", "energy_ha": -260.98618, "orbital_gap_ev": [10.69, 8.82], "lumo_ev": [-0.66, -0.73], "charge": 0, "de_lowest_ev": 3.784, "elements": ["N", "N", "O", "O", "H", "H"], "coordinates": [[1.352214, 0.440402, 0.168049], [-1.292713, -0.047329, 0.009169], [-1.326114, -1.201920, 0.176808], [-1.959305, 0.881459, -0.196756], [1.590656, 0.328386, -0.815274], [1.635262, -0.400999, 0.658003]], "forces_ev_per_a": [[-0.356, 0.840, 0.241], [3.222, 0.806, 0.078], [-1.281, -1.434, 0.140], [-1.777, 0.560, -0.222], [0.087, -0.314, -0.130], [0.106, -0.458, -0.107]], "nbo_charge": [-0.627, 0.561, -0.279, -0.255, 0.299, 0.301]}



{"formula": "H2N2O2S", "method": "the ωB97M-V functional and the def2-TZVPD basis", "smiles": "O=NO.N=S", "energy_ha": -659.20637, "orbital_gap_ev": [7.18, 7.18], "lumo_ev": [-2.31, -2.31], "charge": 0, "de_lowest_ev": 2.654, "elements": ["O", "N", "O", "H", "N", "S", "H"], "coordinates": [[-2.248653, 0.682701, 0.613873], [-2.245035, -0.437730, 0.285222], [-1.082277, -0.954699, -0.132861], [-0.219915, -0.283861, -0.056275], [1.473091, 0.195137, -0.209732], [2.864092, -0.386796, 0.236176], [1.458696, 1.185248, -0.736404]], "forces_ev_per_a": [[0.607, 1.340, 0.313], [-0.664, -1.455, -0.363], [2.269, 1.471, 0.145], [-2.175, -1.586, -0.073], [0.591, 1.870, -0.778], [-1.282, 0.831, -0.589], [0.654, -2.470, 1.345]], "nbo_charge": [-0.341, 0.370, -0.556, 0.468, -0.797, 0.482, 0.374]}



{"formula": "H2N2O2S", "method": "the ωB97M-V functional and the def2-TZVPD basis", "energy_ha": -659.15807, "orbital_gap_ev": [8.36, 8.08], "lumo_ev": [-0.99, -0.71], "charge": 0, "de_lowest_ev": 3.968, "elements": ["N", "N", "O", "O", "S", "H", "H"], "coordinates": [[1.647969, -0.322161, 0.009096], [-1.597685, 0.244776, -0.028594], [0.458870, -0.941860, 0.019633], [-1.062884, 1.352997, 0.035946], [-2.989448, -0.358070, 0.011610], [1.980200, -0.059889, 0.901907], [1.562975, 0.084207, -0.949600]], "forces_ev_per_a": [[-4.216, -1.855, -3.304], [2.670, 3.858, 0.189], [1.910, -0.285, 1.008], [-1.300, -2.583, -0.200], [-1.608, -0.875, 0.032], [0.638, 1.014, 0.562], [1.905, 0.726, 1.713]], "nbo_charge": [-0.408, -0.021, -0.361, -0.300, 0.310, 0.378, 0.402]}



{"formula": "H2N2O3", "method": "the ωB97M-V functional and the def2-TZVPD basis", "energy_ha": -336.18430, "orbital_gap_ev": 9.46, "lumo_ev": -1.99, "charge": 0, "de_lowest_ev": 2.198, "elements": ["N", "N", "O", "O", "O", "H", "H"], "coordinates": [[0.077851, 0.501010, -0.432889], [-0.999733, -0.123725, 0.086853], [-1.924940, 0.502973, 0.489663], [-0.989765, -1.314413, -0.234921], [1.479717, -0.335448, 0.436857], [0.284208, 1.455588, -0.097664], [2.072659, -0.685986, -0.247900]], "forces_ev_per_a": [[5.839, -0.138, 0.994], [-0.357, -3.519, -2.156], [-0.683, 1.214, 1.030], [-0.474, 0.743, 1.361], [-3.123, 2.152, -1.223], [-0.574, -0.677, 0.568], [-0.627, 0.224, -0.574]], "nbo_charge": [-0.177, 0.582, -0.333, -0.358, -0.575, 0.385, 0.475]}



{"formula": "H2N2O3", "method": "the ωB97M-V functional and the def2-TZVPD basis", "smiles": "O=[N+]([O-])NO", "energy_ha": -336.23906, "orbital_gap_ev": 11.27, "lumo_ev": 0.16, "charge": 0, "de_lowest_ev": 0.708, "elements": ["O", "N", "O", "N", "O", "H", "H"], "coordinates": [[1.763224, 0.772490, 0.054799], [0.801311, 0.018228, -0.013596], [0.851750, -1.244818, -0.102012], [-0.368092, 0.565249, -0.091554], [-1.393260, -0.401325, 0.195167], [-0.390240, 1.441786, 0.296599], [-1.264691, -1.151608, -0.339401]], "forces_ev_per_a": [[-0.557, -0.311, 0.100], [3.672, -3.343, -0.268], [0.202, 2.591, 0.122], [-2.967, -4.147, -1.788], [-0.519, 4.181, 1.947], [-0.876, 2.370, 1.488], [1.044, -1.340, -1.601]], "nbo_charge": [-0.397, 0.597, -0.442, -0.135, -0.521, 0.399, 0.499]}



{"formula": "H2N2O3", "method": "the ωB97M-V functional and the def2-TZVPD basis", "smiles": "O=NN(O)O", "energy_ha": -336.24114, "orbital_gap_ev": 9.94, "lumo_ev": -0.01, "charge": 0, "de_lowest_ev": 0.651, "elements": ["O", "N", "N", "O", "O", "H", "H"], "coordinates": [[-2.036390, -0.182962, -0.179672], [-1.083094, -0.884036, -0.151799], [0.088881, -0.166704, 0.164587], [0.153707, 1.143975, -0.310222], [1.160831, -0.853991, -0.305617], [-0.161775, 1.616622, 0.449987], [1.877837, -0.672902, 0.332736]], "forces_ev_per_a": [[-0.183, 0.044, -0.152], [0.309, 0.239, 0.065], [-0.070, -0.011, 0.359], [-0.135, -0.652, -0.402], [0.846, -0.271, -0.087], [-0.287, 0.834, 0.513], [-0.481, -0.184, -0.297]], "nbo_charge": [-0.291, 0.246, 0.153, -0.544, -0.526, 0.481, 0.480]}



{"formula": "H2N2O3S", "method": "the ωB97M-V functional and the def2-TZVPD basis", "energy_ha": -734.45154, "orbital_gap_ev": [7.45, 7.46], "lumo_ev": [-1.66, -1.66], "charge": 0, "de_lowest_ev": 2.445, "elements": ["N", "N", "O", "O", "O", "S", "H", "H"], "coordinates": [[1.354709, -0.071286, 0.380832], [-1.481898, 0.599371, -0.143413], [-0.645054, 1.515845, 0.099403], [0.384732, -2.281651, -0.429182], [-2.681951, 0.683680, -0.385246], [0.106424, -1.169208, 0.401925], [2.103184, -0.041356, -0.329762], [0.859855, 0.764603, 0.405443]], "forces_ev_per_a": [[0.467, -2.908, -0.622], [0.918, -0.300, -0.192], [-2.983, -0.059, -0.531], [0.200, -1.125, -1.207], [2.658, 0.550, 0.647], [0.542, 1.610, 1.204], [-0.710, -0.650, 0.270], [-1.092, 2.882, 0.430]], "nbo_charge": [-1.004, 0.328, -0.486, -0.830, -0.345, 1.497, 0.418, 0.422]}



{"formula": "H2N2O3S", "method": "the ωB97M-V functional and the def2-TZVPD basis", "energy_ha": -734.48205, "orbital_gap_ev": 9.48, "lumo_ev": -0.87, "charge": 0, "de_lowest_ev": 1.615, "elements": ["N", "N", "O", "O", "O", "S", "H", "H"], "coordinates": [[-0.838769, 0.412886, -0.717854], [-0.270015, 0.751474, 0.368060], [-1.040170, 1.563683, 1.288631], [1.413544, -0.945065, -0.756185], [1.174952, -1.722368, 1.468965], [1.692839, -0.671560, 0.622913], [-1.872458, 0.698009, -0.955036], [-0.259920, -0.087060, -1.319494]], "forces_ev_per_a": [[-3.645, 2.313, 1.440], [-4.616, 4.386, 4.560], [3.769, -4.377, -5.232], [0.628, 0.304, -1.148], [0.544, 1.027, 0.204], [-0.440, -1.792, 0.791], [2.663, -0.578, 0.796], [1.096, -1.282, -1.413]], "nbo_charge": [-0.478, 0.160, -0.458, -0.931, -0.836, 1.708, 0.410, 0.424]}



{"formula": "H2N2O3S", "method": "the ωB97M-V functional and the def2-TZVPD basis", "energy_ha": -734.36528, "orbital_gap_ev": [7.34, 8.10], "spin_multiplicity": 3, "lumo_ev": [-0.24, -2.47], "charge": 0, "s2": 2.023, "de_lowest_ev": 2.686, "elements": ["N", "N", "O", "O", "O", "S", "H", "H"], "coordinates": [[-1.336319, -0.369600, -1.295511], [1.970186, -0.485715, 1.453746], [2.807452, 0.286047, 1.116656], [0.752771, -0.180282, 0.950835], [-0.756054, 1.641035, 0.224291], [-0.109971, 0.652063, -0.510350], [-1.151705, -1.395699, -1.181559], [-2.176361, -0.147848, -0.758108]], "forces_ev_per_a": [[1.026, 0.021, 2.087], [-1.915, -0.671, -1.376], [3.466, 1.514, -0.018], [-2.869, -0.886, 1.477], [-2.250, 1.933, 1.759], [2.759, -2.897, -3.538], [0.024, 1.193, -0.194], [-0.241, -0.208, -0.197]], "mulliken_spin": [0.014, 0.868, 0.799, 0.085, 0.080, 0.152, 0.004, 0.000]}



{"formula": "H2N2O3Si", "method": "the ωB97M-V functional and the def2-TZVPD basis", "smiles": "O=[SiH2].O=NN=O", "energy_ha": -625.70517, "orbital_gap_ev": 8.83, "lumo_ev": -0.71, "charge": 0, "de_lowest_ev": 2.078, "elements": ["O", "Si", "H", "H", "O", "N", "N", "O"], "coordinates": [[-0.585365, 0.464812, 0.581354], [-0.763343, 1.855592, -0.026862], [0.396093, 2.296156, -0.884459], [-1.775256, 2.851696, 0.047030], [1.888995, -1.519898, 1.263210], [0.943755, -1.642121, 0.533395], [0.427419, -2.089722, -0.394456], [-0.532297, -2.216514, -1.119210]], "forces_ev_per_a": [[-0.707, 0.640, 0.065], [2.246, -1.235, -0.595], [-0.581, 0.119, 0.237], [-0.988, 0.509, 0.289], [0.257, 0.190, 0.349], [-0.172, -0.470, -0.700], [0.121, 0.232, 0.596], [-0.177, 0.017, -0.242]], "nbo_charge": [-1.155, 1.626, -0.236, -0.230, -0.358, 0.390, 0.342, -0.378]}



{"formula": "H2N2O3Si", "method": "the ωB97M-V functional and the def2-TZVPD basis", "smiles": "O=N[SiH2][N+](=O)[O-]", "energy_ha": -625.70277, "orbital_gap_ev": [8.02, 8.02], "lumo_ev": [-0.68, -0.67], "charge": 0, "de_lowest_ev": 2.143, "elements": ["O", "N", "Si", "N", "O", "O", "H", "H"], "coordinates": [[2.417704, -1.261814, -0.370464], [1.588953, -0.466348, -0.676508], [-0.127807, -0.407163, 0.635371], [-0.991020, 0.835412, -0.424133], [-2.009173, 0.416422, -1.002944], [-0.566469, 1.958399, -0.400557], [0.572945, 0.658220, 1.444876], [-0.885134, -1.733128, 0.794359]], "forces_ev_per_a": [[-0.642, 0.624, -0.293], [-0.700, -0.898, 1.225], [2.195, 0.326, -1.772], [-1.627, -1.645, 0.391], [0.921, 0.822, 0.064], [0.008, 0.656, -0.562], [-0.630, -1.028, 0.622], [0.475, 1.144, 0.325]], "nbo_charge": [-0.248, -0.018, 0.990, 0.233, -0.409, -0.352, -0.105, -0.092]}



{"formula": "H2N2OS", "method": "the ωB97M-V functional and the def2-TZVPD basis", "smiles": "O/N=N/S", "energy_ha": -584.02067, "orbital_gap_ev": 9.79, "lumo_ev": 0.48, "charge": 0, "de_lowest_ev": 2.326, "elements": ["O", "N", "N", "S", "H", "H"], "coordinates": [[-1.754022, 0.391454, -0.089456], [-0.448617, 0.938309, 0.090427], [0.412769, 0.039372, -0.071579], [2.010644, 0.321081, -0.015177], [-2.335253, 0.902237, 0.426295], [2.298614, -1.034956, 0.501886]], "forces_ev_per_a": [[2.503, -1.790, -1.207], [1.572, -1.000, -0.192], [-4.760, 0.264, 0.190], [1.974, -1.388, 1.254], [-0.859, 1.583, 1.090], [-0.430, 2.331, -1.135]], "nbo_charge": [-0.557, 0.077, -0.393, 0.251, 0.473, 0.150]}



{"formula": "H2N2S", "method": "the ωB97M-V functional and the def2-TZVPD basis", "energy_ha": -508.69708, "orbital_gap_ev": 8.66, "lumo_ev": -0.06, "charge": 0, "de_lowest_ev": 2.497, "elements": ["N", "N", "S", "H", "H"], "coordinates": [[-0.872579, -0.359250, -0.958370], [-0.072833, 0.848222, -0.306943], [0.577613, -0.611338, -0.220823], [0.941061, -1.125647, 1.057675], [-0.573262, 1.248013, 0.428463]], "forces_ev_per_a": [[0.622, 0.370, 1.839], [-0.149, 1.157, -2.351], [2.319, -2.357, -1.782], [-1.759, 0.772, 0.272], [-1.033, 0.059, 2.022]], "nbo_charge": [-0.563, -0.674, 0.851, 0.020, 0.366]}



{"formula": "H2N3", "method": "the ωB97M-V functional and the def2-TZVPD basis", "energy_ha": -164.94620, "orbital_gap_ev": [9.08, 7.86], "lumo_ev": [-8.87, -9.84], "charge": 1, "de_lowest_ev": 3.557, "elements": ["N", "N", "N", "H", "H"], "coordinates": [[-0.153589, -1.922053, -0.081998], [-0.053744, -0.820796, -0.153067], [0.204952, 0.352737, -0.236187], [0.165756, 1.395211, 1.402582], [-0.163375, 0.994900, -0.931330]], "forces_ev_per_a": [[-0.167, -0.281, 0.160], [-0.845, -2.899, -0.222], [1.450, 5.552, 3.059], [0.011, -1.908, -2.648], [-0.448, -0.464, -0.349]], "nbo_charge": [0.265, 0.226, -0.483, 0.528, 0.464]}



{"formula": "H2N3", "method": "the ωB97M-V functional and the def2-TZVPD basis", "energy_ha": -164.94528, "orbital_gap_ev": [7.92, 7.93], "lumo_ev": [-7.45, -7.43], "charge": 1, "de_lowest_ev": 3.582, "elements": ["N", "N", "N", "H", "H"], "coordinates": [[1.565302, -0.168243, 1.127840], [-1.412094, 0.275347, -0.886725], [-0.883005, -0.331035, -0.149031], [2.336314, -0.615904, 1.617311], [-1.606516, 0.839835, -1.709394]], "forces_ev_per_a": [[-0.533, 0.261, -0.400], [1.381, -0.774, 0.709], [-0.818, 0.228, -0.173], [0.528, -0.227, 0.345], [-0.558, 0.512, -0.481]], "nbo_charge": [-0.237, -0.039, 0.489, 0.255, 0.532]}



{"formula": "H2N3O2", "method": "the ωB97M-V functional and the def2-TZVPD basis", "energy_ha": -315.76680, "orbital_gap_ev": [7.12, 7.99], "spin_multiplicity": 3, "lumo_ev": [4.97, 4.74], "charge": -1, "s2": 2.009, "de_lowest_ev": 0.456, "elements": ["N", "N", "N", "O", "O", "H", "H"], "coordinates": [[-0.280940, -1.180106, -1.069388], [0.834974, -0.882365, -0.599721], [-1.106411, 0.537170, 0.674233], [-2.006237, 1.343518, 0.989781], [0.107655, 0.996791, 0.650021], [1.066514, -0.734482, 0.385135], [1.384445, -0.080528, -1.030060]], "forces_ev_per_a": [[-3.107, -0.994, -1.472], [6.046, 0.540, -0.089], [0.884, 1.338, 0.815], [0.965, -0.536, -0.386], [-2.225, 0.716, 0.922], [-1.326, -0.082, 0.125], [-1.237, -0.981, 0.086]], "mulliken_spin": [1.539, 0.263, -0.001, 0.021, 0.032, 0.057, 0.088]}



{"formula": "H2N3O2S", "method": "the ωB97M-V functional and the def2-TZVPD basis", "energy_ha": -714.03905, "orbital_gap_ev": 8.14, "lumo_ev": 3.96, "charge": -1, "de_lowest_ev": 1.311, "elements": ["N", "N", "N", "O", "O", "S", "H", "H"], "coordinates": [[0.335254, -1.654679, 1.536704], [-0.307002, -0.504022, -0.585112], [0.166977, 0.129332, -1.591096], [-0.580360, 0.321990, -2.571911], [-0.582087, -1.934189, 2.313431], [1.943638, -1.865750, 1.977610], [0.138260, -0.855440, 0.344072], [-1.150650, -1.180404, -0.564245]], "forces_ev_per_a": [[0.686, -0.460, 1.788], [-1.916, -2.043, 0.689], [-0.618, 0.784, -0.588], [0.476, -0.697, 0.691], [0.293, -0.011, -0.371], [-0.622, -0.054, -0.138], [0.942, 0.574, -0.731], [0.759, 1.908, -1.341]], "nbo_charge": [-0.144, -0.592, 0.206, -0.511, -0.435, -0.247, 0.395, 0.328]}